<i>
Entry from the Open Molecules 2025 dataset: a gas-phase ion, C2H6NO (charge +1) (the ωB97M-V functional and the def2-TZVPD basis).

Geometry as ORCA input:
```
! wB97M-V def2-TZVPD RIJCOSX def2/J DEFGRID3
* xyz 1 1
H -1.232 -1.792 -1.065
C -0.872 0.008 0.051
H 0.065 -0.854 -1.606
H -1.674 0.583 -0.479
O 1.405 0.749 0.365
H 0.129 -1.922 -0.173
H -0.133 1.739 1.113
N -0.458 -1.270 -0.752
H -1.528 -0.412 0.880
C 0.262 0.919 0.562
*
```

Computed properties:
HOMO level in eV: -15.29
Structure (SMILES): [NH3+]CC=O

***

<ii>
Entry from the Open Molecules 2025 dataset: 2 unconnected molecules or ions with the total composition C2H6NO (the ωB97M-V functional and the def2-TZVPD basis).

Geometry as ORCA input:
```
! wB97M-V def2-TZVPD RIJCOSX def2/J DEFGRID3
* xyz 1 1
H -1.802 -1.033 0.943
N -1.515 -0.248 0.386
O 1.416 -0.168 0.832
H 0.726 -1.503 -0.769
H 0.581 1.562 -0.031
H -1.684 0.712 0.808
C 1.283 0.684 -0.305
H 2.116 0.859 -1.100
H -1.821 -0.271 -0.599
C 0.699 -0.593 -0.165
*
```

Computed properties:
HOMO level in eV: -16.55

***

Short version: <i>, <ii>, most stable first.